C28H69NO21P6 | ωB97M-V/def2-TZVPD

Values from the calculation:
SMILES: N=P(O)(O)[C@@H]1COC(=O)[C@H]1[PH2]=O.CCOP(=O)(OCC)OCC.CCOP(=O)(OCC)OCC.CCOP(=O)(OCC)OCC.CCOP(=O)(OCC)OCC
Frontier orbital gap: 9.228 eV
E_LUMO: -0.01121 hartree
Net charge: 0

```
125
C28H69NO21P6, DFT ωB97M-V/def2-TZVPD
H -5.258 -5.747 4.969
C -1.459 -0.850 -0.415
H 3.361 9.793 -2.075
O 1.072 8.230 -1.241
H -2.684 2.242 0.606
H 9.094 -6.019 -0.920
H -9.298 -3.848 4.915
O -0.754 0.396 -0.519
H 3.434 10.067 -3.824
P 0.404 0.896 0.495
H 2.653 3.633 -1.947
H 3.382 7.515 -4.107
C 0.683 6.021 1.661
O 3.061 7.191 -2.121
C -0.848 2.424 -2.407
H -7.507 -3.818 7.389
H 6.310 -8.380 2.208
H 0.557 1.753 -3.900
C -2.555 -0.863 0.627
C 3.012 -1.165 1.858
H 4.310 5.233 0.020
H -3.619 -6.007 5.492
H 5.073 -7.286 2.753
H 2.390 -1.858 -0.072
O -5.050 -2.298 4.529
H 5.623 -5.541 -0.799
C 6.367 -6.428 1.163
O -1.226 0.740 -6.794
H 4.501 3.553 -0.459
H -1.374 2.911 -8.728
O 3.755 -3.773 0.342
H 1.093 5.018 1.530
O 7.809 -8.280 -0.421
C -1.160 2.295 2.129
O 8.702 -7.738 1.853
O 2.526 6.928 0.316
H -3.850 3.951 -7.256
H 3.590 5.048 -2.320
H -1.914 -0.989 -1.399
C -2.800 3.661 -7.280
O -0.662 1.012 1.754
H 2.795 -0.343 2.541
O -6.616 -3.968 5.510
H -2.700 3.852 -9.424
P 7.989 -7.060 0.597
H -4.172 -0.808 3.465
C 5.632 -7.599 1.865
H -4.481 -4.400 3.059
C 1.768 7.072 1.516
H -4.681 -0.335 5.083
H -7.958 -5.208 6.413
H -1.697 2.021 -1.864
O -2.630 2.689 -6.245
H -0.298 0.459 -3.070
C -7.743 -4.138 6.375
C 2.933 8.043 -3.263
O 1.555 1.644 1.073
H 4.498 -4.928 2.286
O 4.738 -8.200 0.926
H -3.508 -5.864 3.124
O -6.046 -2.001 6.795
H 4.732 9.194 -2.991
H 2.637 -2.077 2.323
H -9.756 -3.381 6.561
H -2.172 -0.551 4.860
C -4.216 -1.137 4.503
C -2.078 -0.372 -6.475
H -0.779 -1.686 -0.281
H -0.036 2.615 -1.697
C -0.409 1.462 -3.488
H 8.492 -7.274 2.674
C 2.342 -0.946 0.520
H 2.495 7.008 2.325
N 8.802 -5.874 0.039
H -1.658 -1.209 -7.034
H -2.848 -4.327 3.716
C 3.653 9.354 -3.028
H 7.182 -8.054 -1.122
H -0.097 6.155 0.905
H -0.341 2.943 2.454
C 3.766 4.341 -0.287
H -4.027 -1.151 -6.884
P -5.373 -3.002 5.949
C 4.578 -7.397 -0.150
H 1.311 8.065 1.561
H 6.607 -5.545 1.754
H 3.120 4.039 0.536
H -1.812 2.139 2.989
H -2.147 -0.964 1.631
H -3.144 0.053 0.594
C -3.747 -4.941 3.653
C -8.941 -3.386 5.836
C -3.520 -0.185 -6.895
H -3.218 -1.713 0.454
H 0.218 6.088 2.645
H -2.819 -1.664 6.073
H -2.004 -0.643 -5.426
O 3.905 -7.692 -1.075
H 4.093 -1.252 1.743
H -2.376 -2.271 4.483
O -4.287 -4.165 5.941
O 1.756 5.356 -1.343
O -0.282 3.228 -5.606
H -2.975 2.195 -8.858
H -1.253 3.158 0.157
C -2.812 -1.421 5.006
H -2.207 4.549 -7.048
H -4.053 0.474 -6.212
C -4.282 -5.274 5.029
O -1.402 1.385 -4.514
P 1.791 6.949 -1.123
C -2.445 3.124 -8.654
H 1.885 8.213 -3.507
C 5.325 -6.103 0.081
P -1.151 2.094 -5.964
P 4.024 -5.082 0.966
C -1.925 2.924 0.986
H -1.167 3.377 -2.830
H -2.413 3.851 1.293
O 0.952 -0.630 0.714
H -3.588 0.239 -7.895
H 2.836 -5.834 1.069
C 2.970 4.599 -1.551
H -8.678 -2.356 5.597
H 2.845 -0.163 -0.048
```

C28H70Li2N21O17 | ωB97M-V/def2-TZVPD

Values from the calculation:
Frontier orbital gap: 7.374 eV
E_LUMO: 0.03210 hartree
Net charge: -1

```
138
C28H70Li2N21O17, DFT ωB97M-V/def2-TZVPD
C 18.056 30.461 -15.336
C 18.411 30.936 -17.802
C 12.136 33.440 -23.574
C 14.583 29.855 -22.799
H 23.690 33.479 -23.378
O 16.442 32.370 -27.969
H 18.757 29.628 -15.264
H 18.528 31.445 -15.246
C 17.442 34.276 -20.909
H 17.305 30.390 -14.551
O 16.696 29.367 -16.979
C 15.228 28.826 -20.666
H 10.342 32.599 -24.188
H 19.434 34.209 -26.684
C 21.519 36.162 -23.665
H 13.467 26.528 -21.524
H 14.080 25.370 -19.715
N 13.382 25.736 -22.134
O 13.634 30.085 -23.642
C 20.085 33.815 -24.727
H 18.186 29.742 -27.598
C 16.876 30.355 -21.975
C 19.833 32.740 -23.650
H 11.118 29.922 -19.573
N 15.752 34.224 -25.643
H 11.608 30.591 -16.351
H 14.774 37.241 -25.773
C 20.134 35.784 -23.146
C 14.296 29.050 -21.720
C 14.142 33.314 -19.807
H 13.772 32.088 -23.731
H 11.702 31.509 -23.872
N 13.440 33.034 -23.589
N 17.673 30.557 -27.315
H 20.961 28.457 -24.127
H 23.149 30.434 -21.940
C 15.920 30.499 -22.983
C 22.330 34.938 -24.186
H 18.182 32.207 -29.958
H 19.378 29.319 -23.294
H 22.256 33.573 -22.410
O 15.210 35.547 -23.876
N 15.091 36.328 -26.041
H 17.897 29.659 -24.247
H 23.525 34.873 -22.324
N 18.853 29.348 -24.151
O 21.297 28.892 -22.237
O 16.319 31.078 -24.033
H 18.181 32.434 -21.231
H 18.975 33.283 -19.934
H 14.270 31.385 -20.368
H 15.971 34.738 -22.102
C 12.457 30.128 -18.090
C 19.441 33.326 -26.040
H 23.975 34.718 -25.655
H 19.131 30.143 -18.041
H 12.815 29.674 -20.029
H 23.112 36.186 -25.749
H 20.754 27.145 -25.340
N 16.688 34.026 -22.023
H 18.365 34.940 -24.226
O 13.637 30.072 -17.703
N 21.512 34.112 -25.072
N 14.668 29.587 -26.764
C 23.501 35.468 -25.022
H 15.364 29.677 -27.484
H 10.232 28.695 -23.843
N 18.195 31.522 -29.225
H 17.858 30.780 -22.100
C 15.357 35.386 -25.089
H 13.174 28.915 -25.086
O 13.966 34.469 -20.170
H 14.740 31.872 -18.474
H 22.439 32.495 -24.831
H 20.336 31.102 -20.119
H 15.039 33.523 -17.994
H 17.201 30.620 -26.424
H 20.175 33.079 -22.673
H 18.414 32.999 -25.870
N 22.341 30.701 -21.403
H 18.936 31.826 -17.445
H 15.813 34.205 -26.643
H 13.310 28.612 -21.645
H 16.590 33.181 -22.557
C 21.248 29.909 -21.539
O 13.613 28.111 -28.101
H 13.578 32.445 -21.555
O 18.510 27.997 -25.980
H 19.048 31.036 -29.024
O 17.596 29.179 -20.086
N 14.322 24.653 -20.373
N 12.099 29.943 -19.374
N 11.354 30.327 -17.290
H 15.395 36.154 -26.979
Li 14.932 28.605 -17.626
H 19.389 35.893 -25.111
N 14.653 32.858 -18.643
O 10.698 29.126 -23.120
H 19.952 32.535 -26.585
O 15.009 28.178 -19.635
N 12.890 28.489 -25.958
O 11.763 34.591 -23.412
C 19.238 28.515 -25.136
O 22.226 33.024 -25.616
C 13.836 24.550 -21.659
H 14.652 30.219 -25.981
C 17.430 30.536 -16.718
H 18.861 32.262 -23.735
C 16.666 29.453 -20.894
H 11.600 28.786 -23.171
N 13.811 32.248 -20.595
O 17.496 35.320 -20.272
C 13.741 28.633 -26.987
O 13.865 23.500 -22.287
H 16.019 33.453 -25.054
H 22.054 36.594 -22.816
H 14.639 23.751 -20.058
H 12.997 25.855 -23.053
H 19.321 29.903 -20.812
C 19.438 35.142 -24.314
C 17.314 31.530 -28.186
C 22.967 34.190 -22.962
Li 17.705 28.292 -18.379
H 14.096 33.808 -23.538
H 17.951 31.205 -18.752
H 24.285 35.980 -24.462
H 16.775 31.423 -16.711
N 20.500 28.008 -24.902
N 20.252 30.283 -20.692
H 19.977 35.212 -22.230
H 21.470 36.867 -24.494
N 11.277 32.423 -23.882
H 10.592 30.714 -17.814
N 18.324 33.269 -20.696
H 19.630 36.729 -22.923
H 22.457 31.334 -20.634
H 12.008 28.024 -26.047
H 20.592 31.985 -23.898
```

E_HOMO list, top to bottom, in eV: -9.53; -6.50